[1]
DFT (ωB97M-V/def2-TZVPD) results for a cluster of 3 separate species, C4H6BrN2 in total in a non-equilibrium geometry.

The geometry in XYZ format:
```
13
Properties=species:S:1:pos:R:3:forces:R:3
C 1.633 2.269 -0.258 -2.4 0.8 -3.3
C -2.123 -3.045 -1.627 0.5 -2.2 -0.8
C 2.343 2.133 0.677 0.9 -1.1 1.7
C -0.936 -1.263 -0.479 -0.5 2.0 1.7
N -1.831 -2.017 -0.948 -0.6 -1.6 -1.1
N -0.694 -0.332 0.207 1.0 0.3 -1.2
Br 1.480 -2.939 -0.544 -2.0 -0.1 2.3
H 1.004 2.481 -1.164 1.2 -0.2 1.5
H 2.405 -2.967 -1.495 2.1 0.0 -2.3
H -3.195 -3.275 -1.708 0.3 0.3 0.1
H -1.466 -3.895 -2.149 -0.6 2.4 1.2
H 2.904 1.787 1.519 0.1 0.4 -0.1
H -0.075 0.498 0.299 0.0 -1.0 0.3
```
Positions in Å, forces in eV/Å.

Values from the calculation:
Net charge: +1
Multiplicity: 1
Max |F|, eV Å⁻¹: 4.1
HOMO level, eV: -14.12

natural (NBO) atomic charge list, values in e, 6 entries: number 1, C, carries -0.31; number 2, C, carries 0.18; number 3, C, carries -0.19; number 4, C, carries 0.72; number 5, N, carries -0.46; number 6, N, carries -0.46

[2]
DFT (ωB97M-V/def2-TZVPD) results for the molecule C4H6BrNO2 in a non-equilibrium geometry.

The geometry in XYZ format:
```
14
Properties=species:S:1:pos:R:3:forces:R:3
C -1.669 -1.060 0.716 -1.3 1.3 0.6
C -1.079 -0.425 -0.593 0.0 -0.9 1.0
C -0.143 0.726 -0.382 7.0 -3.6 0.4
C 1.325 0.392 -0.180 -6.4 2.4 -0.1
Br 1.790 -1.333 -0.037 1.1 -1.6 0.5
N 2.372 1.415 0.056 1.1 0.0 -0.5
O 2.243 2.437 -0.602 -0.2 -0.2 0.6
O 3.347 1.161 0.773 -1.8 0.1 -0.8
H -2.733 -0.697 1.009 1.8 -0.2 -0.7
H -1.774 -2.149 0.653 0.4 0.3 0.0
H -0.993 -0.720 1.510 -0.3 -0.7 0.2
H -0.515 -1.253 -1.033 -0.1 0.4 -0.3
H -1.888 -0.202 -1.244 -0.5 0.6 -0.7
H -0.284 1.709 -0.646 -0.8 2.2 -0.1
```
Positions in Å, forces in eV/Å.

Values from the calculation:
Multiplicity: 1
Max |F|, eV Å⁻¹: 7.8
HOMO level, eV: -9.47

natural (NBO) atomic charge list, values in e, 6 entries: number 1, C, carries -0.60; number 2, C, carries -0.48; number 3, C, carries -0.07; number 4, C, carries -0.12; number 5, Br, carries 0.18; number 6, N, carries 0.48

Question: max |F| of number 1 (C4H6BrN2)?
Answer: 4.1 eV Å⁻¹